The following is a DFT calculation (wB97M-V/def2-TZVPD) of 3 unconnected molecules or ions with the total composition C3H7O2 in a non-equilibrium geometry.

Last column: Mulliken charge in e.
Cartesian coordinates (Å):
C: 2.0320 0.9287 0.2404  0.10
O: 3.1097 1.3588 -0.0911  -0.50
H: 1.0570 1.1758 -0.2176  0.15
H: 1.8983 0.2516 1.0507  0.20
H: -6.6315 -1.9078 -1.8240  0.05
C: -2.1842 -0.0826 -0.2524  -0.91
C: -1.1761 -0.9941 -0.0716  -0.12
O: -0.1327 -0.8645 0.6422  -0.74
H: -3.0360 -0.2889 -0.8899  0.29
H: -2.1969 0.7911 0.3863  0.24
H: -1.2584 -1.9470 -0.6437  0.29
H: -6.2126 -1.6498 -1.2671  -0.05

F_max ... 1.3 eV Å⁻¹
Energy above the lowest of the compared OMol25 structures with the same formula, charge and spin ... 72.5 kcal/mol
Calculated total energy ... -268.9244 a.u.
HOMO-LUMO gap ... 6.5850 eV
Charge ... -1